The following is a quantum chemistry calculation of 2 unconnected molecules or ions with the total composition C2HO3S, from the Open Molecules 2025 dataset.

As for the HOMO energy (alpha / beta): -0.035 / -0.123 hartree. Its frontier orbital gap (alpha / beta) is 0.174 / 0.235 Ha. Its net charge is -1. As for the expectation value of S²: 2.01. Its multiplicity is 3.

Atoms and positions in Å:
C1 0.55204 -0.48112 0.03571
C2 -0.73390 1.56667 0.97689
O1 -0.22647 2.33811 0.26805
O2 -1.49853 0.99681 1.60251
O3 0.60613 -2.36886 -1.70804
S1 0.17857 -2.01474 -0.34989
H1 1.12215 -0.03688 -0.82523

The following is a quantum chemistry calculation of 2 unconnected molecules or ions with the total composition C2HO3S2, from the Open Molecules 2025 dataset.

As for the HOMO energy: -0.178 hartree. Its frontier orbital gap is 0.291 Ha. Its net charge is -1. Its multiplicity is 1.

Atoms and positions in Å:
C1 0.03877 -1.21318 -0.04063
C2 -0.40451 0.33929 -0.03748
O1 1.17441 -1.41664 0.33688
O2 -0.88687 -1.90712 -0.42224
O3 1.33722 1.35956 0.01680
S1 -1.52909 1.16060 -1.06639
S2 -1.57302 1.10920 0.99983
H1 1.84308 0.56830 0.21323

The following is a quantum chemistry calculation of C2HP in the gas phase, from the Open Molecules 2025 dataset.

As for the HOMO energy (alpha / beta): -0.321 / -0.321 hartree. Its frontier orbital gap (alpha / beta) is 0.255 / 0.254 Ha. Its net charge is 0. Its multiplicity is 1.

Atoms and positions in Å:
C1 0.23209 -0.04771 0.32867
C2 -0.53456 0.48754 -0.45287
P1 1.42798 -1.16400 1.41944
H1 -1.12551 0.72417 -1.29523

The following is a quantum chemistry calculation of a molecular structure, C2I3NO3, from the Open Molecules 2025 dataset.

As for the HOMO energy: -0.355 hartree. Its frontier orbital gap is 0.314 Ha. Its net charge is 0. Its multiplicity is 1.

Atoms and positions in Å:
C1 -0.75931 -0.56548 0.30763
C2 -1.36678 0.57867 0.16135
N1 1.85245 -0.07591 -0.25756
O1 1.33182 0.42244 -1.21011
O2 3.01063 -0.20165 -0.03018
O3 1.06184 -0.55752 0.70238
I1 -1.21026 -2.54447 0.24926
I2 -3.41639 0.48860 -0.29894
I3 -0.50400 2.45531 0.37617

Electronic energy for the records above, in order: -700.6167, -1098.8945, -417.9899, -1249.5361 Eh
Largest force on an atom for the records above, in order: 4.9, 4.0, 3.8, 3.9 eV/A